(1)
The following is a DFT calculation (wB97M-V/def2-TZVPD) of a 2-piece molecular cluster, C5H10N4O5P overall at a distorted geometry.

Geometry as XYZ:
```
25
Properties=species:S:1:pos:R:3:forces:R:3:mulliken_charge:R:1
C 0.8050 0.2472 0.9540 -0.9 0.2 1.7 0.281
C 1.2745 -2.1920 0.6704 -3.1 3.9 -0.7 -0.889
C -1.5182 0.8103 1.2281 -0.5 -0.8 1.2 -0.700
C 0.2700 -1.1192 1.3446 1.7 -1.4 -0.4 -0.165
C -0.9756 -1.4544 0.5072 0.4 0.6 0.9 -0.166
N -0.1397 1.1988 0.9789 0.1 0.0 0.2 -0.010
N 0.7421 -2.1634 -0.7474 0.7 -1.9 0.5 -0.388
N -0.4389 -1.8842 -0.7914 -0.6 1.3 -0.8 -0.103
N -1.9454 -0.3329 0.4434 0.1 -1.4 -2.4 -0.424
O -0.3554 2.8318 -0.9337 -0.7 1.2 1.8 -0.776
O 1.8340 1.6351 -1.6624 -1.2 0.8 -0.5 -0.623
O 1.9967 0.4471 0.7217 -0.2 -0.2 -0.2 -0.734
O 0.1388 2.6403 -3.3816 0.6 0.4 -1.3 -0.766
O -0.3316 0.5733 -1.9981 1.0 -0.7 -1.3 -0.427
P 0.2772 2.1009 -2.0335 1.3 -1.2 -1.0 0.723
H 2.2500 -1.8653 0.5756 2.0 0.5 0.5 0.426
H 1.1151 -3.0802 1.1578 -0.1 -2.6 0.6 0.445
H -1.5536 0.5479 2.3377 -0.3 0.1 -1.2 0.294
H -2.3389 1.5478 1.0694 1.4 0.2 0.0 0.351
H 0.1170 -1.2317 2.4633 0.2 0.1 -1.4 0.399
H -1.2710 -2.4403 0.8674 -1.4 0.1 0.5 0.418
H 0.0143 1.9899 0.3285 -0.4 0.7 0.0 0.647
H 0.3004 0.1428 -2.6554 -1.5 0.2 1.2 0.296
H -2.0108 -0.0691 -0.6106 0.3 -0.4 2.4 0.405
H 1.7437 1.1196 -0.8338 0.8 0.3 -0.2 0.487
```
Forces are in eV/Å.

The calculation puts the molar mass at 237.13 g mol⁻¹. The energy is -1133.27140 Eh. For the largest force on an atom, the calculation gives 0.09735 Eh/bohr. As for the total charge: -1. For the orbital gap, the calculation gives 8.61 eV. Its relative energy (zero: lowest compared OMol25 entry of this formula, charge and spin) is 0.0 kcal per mole. As for the HOMO energy: -5.543 eV.

=====

(2)
The following is a DFT calculation (wB97M-V/def2-TZVPD) of an isolated ion of composition C5H10N5 and charge +1 at a distorted geometry.

Geometry as XYZ:
```
20
Properties=species:S:1:pos:R:3:forces:R:3:mulliken_charge:R:1
C 0.3347 -0.7055 -2.0368 -1.6 3.0 3.1 -0.256
C 0.7365 0.6171 1.0573 -1.7 -0.7 -2.0 -0.170
C 0.4942 1.7130 -1.2334 -0.4 -1.7 2.3 -0.320
C -0.4290 -1.4407 0.2322 -2.7 -0.6 -1.3 -0.091
C -0.5851 -0.7246 2.4223 2.3 -2.6 2.7 -1.211
N 0.2237 0.6603 -2.2088 0.1 -1.3 0.7 -0.190
N -0.2278 -1.4770 -1.1138 0.8 0.2 -0.1 -0.090
N -0.8704 1.3601 -1.4412 0.6 -0.7 -0.4 -0.411
N -0.0681 -0.4410 1.0889 -0.5 0.0 -0.4 0.009
N 0.9704 1.5449 0.0870 -0.2 -1.8 0.9 -0.094
H 0.7295 -1.1603 -2.8209 1.5 -2.1 -3.4 0.487
H 1.0931 0.7044 2.0290 1.2 1.4 1.2 0.574
H 1.0348 2.4570 -1.6569 0.9 2.7 -1.3 0.481
H -1.3083 -2.0885 0.5401 1.6 0.9 -0.2 0.201
H -1.5400 -1.1500 2.4122 -1.5 -0.6 -0.7 0.378
H 0.0600 -1.5809 2.9690 -1.1 2.1 -1.2 0.361
H -0.7162 0.1185 3.0816 0.6 0.5 -0.2 0.470
H -0.4476 -2.3343 -1.5977 -0.1 -0.8 0.9 0.292
H -1.2304 1.8634 -2.2286 -0.7 0.9 0.0 0.312
H 1.7458 2.0641 0.4185 0.8 1.1 -0.6 0.270
```
Forces are in eV/Å.

The calculation puts the molar mass at 140.17 g mol⁻¹. The energy is -469.86911 Eh. For the largest force on an atom, the calculation gives 0.08896 Eh/bohr. As for the total charge: +1. For the orbital gap, the calculation gives 7.39 eV. Its relative energy (zero: lowest compared OMol25 entry of this formula, charge and spin) is 113.4 kcal per mole. As for the HOMO energy: -11.212 eV.

=====

(3)
The following is a DFT calculation (wB97M-V/def2-TZVPD) of an isolated ion of composition C5H10NO and charge -1 at a distorted geometry.

Geometry as XYZ:
```
17
Properties=species:S:1:pos:R:3:forces:R:3:mulliken_charge:R:1
C 1.9413 0.2481 -1.1123 1.1 3.0 -1.2 -0.414
O 2.8250 0.9166 -2.0116 -1.4 -1.4 1.2 -0.925
C 0.8058 1.3421 -0.6682 2.6 -1.0 -1.5 -0.605
C -0.0159 1.0058 0.5708 1.6 1.0 1.1 -0.496
C -0.4688 -0.3991 0.7918 -2.3 -0.5 -0.7 -0.202
C -1.8054 -0.6884 0.8267 4.5 -1.5 -0.7 -0.318
N -2.2473 -2.0223 0.8326 -1.5 -2.9 -0.9 -0.548
H 2.4777 -0.0755 -0.2043 0.0 0.1 0.6 0.182
H 1.5402 -0.6980 -1.5091 -0.6 0.0 -0.3 0.185
H 0.1654 1.4824 -1.5348 -0.4 -0.2 -0.2 0.245
H 1.4658 2.3067 -0.7190 -1.3 -1.6 0.9 0.232
H 0.6093 1.1839 1.4633 0.1 0.5 -0.2 0.260
H -0.7728 1.7935 0.5731 -0.7 -0.6 0.5 0.302
H 0.2420 -1.2685 0.8393 -0.5 1.2 0.0 0.212
H -2.4843 0.0328 0.5359 -1.6 1.5 -0.2 0.443
H -1.7997 -2.7216 1.4793 -0.4 1.4 -1.4 0.242
H -2.4782 -2.4388 -0.1535 0.8 1.1 2.7 0.206
```
Forces are in eV/Å.

The calculation puts the molar mass at 100.14 g mol⁻¹. The structure (SMILES) is N/C=C/CCC[O-]. The energy is -326.41860 Eh. For the largest force on an atom, the calculation gives 0.09342 Eh/bohr. As for the total charge: -1. For the orbital gap, the calculation gives 5.69 eV. Its relative energy (zero: lowest compared OMol25 entry of this formula, charge and spin) is 41.9 kcal per mole. As for the HOMO energy: -2.049 eV.

=====

(4)
The following is a DFT calculation (wB97M-V/def2-TZVPD) of a 2-piece molecular cluster, C5H10NO overall at a distorted geometry.

Geometry as XYZ:
```
17
Properties=species:S:1:pos:R:3:forces:R:3:mulliken_charge:R:1
C -0.4660 -1.1644 -1.4408 -0.2 0.0 -0.4 -0.244
C 0.3299 -0.2784 2.3703 0.7 -0.3 -1.0 -0.145
C 1.3094 -0.5250 1.6998 -0.5 0.2 1.1 -0.046
C -0.9304 0.0155 2.9923 -0.4 0.2 0.4 -1.191
C 0.4251 1.2283 -2.6036 -0.1 -0.1 -0.6 -0.703
N 0.0295 -0.2148 -0.7659 0.8 -0.5 0.9 0.246
O 0.4452 0.9707 -1.2038 0.1 0.5 0.4 -0.201
H -0.6661 -1.0980 -2.5019 0.0 0.2 0.0 0.348
H -0.7104 -2.0829 -0.9314 0.1 0.0 0.3 0.291
H 0.3909 -0.3291 0.3093 -0.8 0.2 -1.1 0.228
H 2.3016 -0.7380 1.4181 0.5 -0.1 -0.3 0.504
H -1.7425 -0.4992 2.4788 0.0 0.0 0.0 0.310
H -0.9109 -0.3274 4.0262 -0.1 0.0 0.0 0.333
H -1.1202 1.0886 2.9870 0.0 0.0 0.0 0.326
H -0.5943 1.2714 -2.9897 0.0 0.0 0.1 0.338
H 1.0121 0.4792 -3.1408 0.0 0.0 0.0 0.348
H 0.8970 2.2036 -2.7040 -0.1 -0.1 0.1 0.257
```
Forces are in eV/Å.

The calculation puts the molar mass at 100.14 g mol⁻¹. The energy is -326.09472 Eh. For the largest force on an atom, the calculation gives 0.02716 Eh/bohr. As for the total charge: +1. For the orbital gap, the calculation gives 10.34 eV. Its relative energy (zero: lowest compared OMol25 entry of this formula, charge and spin) is 117.4 kcal per mole. As for the HOMO energy: -14.546 eV.

=====

(5)
The following is a DFT calculation (wB97M-V/def2-TZVPD) of an isolated ion of composition C5H10NO and charge +1 at a distorted geometry.

Geometry as XYZ:
```
17
Properties=species:S:1:pos:R:3:forces:R:3:mulliken_charge:R:1
C 1.1102 1.0926 0.9173 3.6 0.2 -0.1 -0.450
C 1.0551 2.4020 0.7625 -1.1 0.1 -1.9 -0.494
C -0.8657 0.0300 1.5611 1.8 1.3 -0.1 0.312
C -0.1744 -1.9752 -0.7596 -0.8 1.4 1.0 -0.991
C -0.1059 -0.3548 -0.7686 -4.3 -3.0 0.9 -0.795
N 0.0284 0.2245 0.5815 -2.0 -0.3 2.4 0.185
O -1.9061 -0.7086 1.4664 -0.7 0.0 -0.4 -0.369
H 2.1432 0.6425 1.1011 -1.8 0.0 0.0 0.323
H 0.1417 2.7203 0.2515 0.0 0.5 0.6 0.247
H 1.8817 3.1174 0.7103 -0.2 -0.6 0.7 0.326
H -0.7491 0.5632 2.5769 0.1 -1.0 -1.8 0.388
H -1.1824 -2.4040 -0.7709 -0.3 0.6 0.1 0.379
H 0.2237 -2.4068 -1.6619 0.9 0.0 0.0 0.355
H 0.2251 -2.2946 0.2053 0.6 -0.4 -0.5 0.352
H -1.1326 -0.0537 -1.1994 1.9 0.3 0.3 0.374
H 0.7174 -0.0849 -1.3022 1.9 1.2 -1.6 0.505
H -2.1054 -0.9883 0.5536 0.1 -0.2 0.2 0.352
```
Forces are in eV/Å.

The calculation puts the molar mass at 100.14 g mol⁻¹. The structure (SMILES) is C=C/[N+](=C/O)CC. The energy is -326.18964 Eh. For the largest force on an atom, the calculation gives 0.10274 Eh/bohr. As for the total charge: +1. For the orbital gap, the calculation gives 10.95 eV. Its relative energy (zero: lowest compared OMol25 entry of this formula, charge and spin) is 57.8 kcal per mole. As for the HOMO energy: -15.107 eV.

=====

(6)
The following is a DFT calculation (wB97M-V/def2-TZVPD) of a 2-piece molecular cluster, C5H10NO overall at a distorted geometry.

Geometry as XYZ:
```
17
Properties=species:S:1:pos:R:3:forces:R:3:mulliken_charge:R:1
C -1.4935 0.1835 1.2730 -2.2 -0.4 2.3 -0.260
C 2.3154 0.5911 0.3701 0.0 -1.6 -0.6 -0.018
C 2.1930 -0.5088 0.8556 -0.1 -1.0 1.6 -0.224
C 2.5938 1.6088 -0.6160 -0.7 0.9 0.8 -1.045
C -2.6330 0.1612 -1.2179 0.2 0.3 -0.4 -0.662
N -0.7382 0.3328 0.2925 1.5 0.1 0.8 0.358
O -1.1608 0.2775 -0.9353 -0.1 0.3 -3.5 -0.247
H -2.5772 -0.0550 1.1869 1.1 0.3 -0.2 0.371
H -1.1392 0.2771 2.2924 0.5 0.0 -0.2 0.289
H 0.3957 0.4045 0.4362 -1.8 -0.3 -0.6 0.147
H 2.1913 -1.4323 1.4789 -0.1 1.3 -1.0 0.372
H 2.0979 1.3877 -1.5608 0.1 0.2 0.1 0.329
H 2.2777 2.5532 -0.1773 -0.1 0.4 -0.5 0.333
H 3.6510 1.6698 -0.7210 0.9 0.0 -0.4 0.346
H -2.9316 0.2931 -2.3326 1.6 0.2 1.8 0.252
H -3.1106 0.9792 -0.6190 0.0 -1.2 -0.4 0.301
H -2.8313 -0.9018 -1.0309 -0.7 0.5 0.6 0.359
```
Forces are in eV/Å.

The calculation puts the molar mass at 100.14 g mol⁻¹. The energy is -326.06591 Eh. For the largest force on an atom, the calculation gives 0.06926 Eh/bohr. As for the total charge: +1. For the orbital gap, the calculation gives 10.33 eV. Its relative energy (zero: lowest compared OMol25 entry of this formula, charge and spin) is 135.5 kcal per mole. As for the HOMO energy: -14.384 eV.

=====

(7)
The following is a DFT calculation (wB97M-V/def2-TZVPD) of a 2-piece molecular cluster, C5H10NO overall at a distorted geometry.

Geometry as XYZ:
```
17
Properties=species:S:1:pos:R:3:forces:R:3:mulliken_charge:R:1
C 0.2033 3.9777 0.0870 0.1 2.1 -2.2 -0.222
C 0.4859 2.9591 0.6243 0.0 -0.2 1.2 -0.608
C -0.2474 -2.2254 0.6887 -0.6 1.5 0.0 -1.377
C -0.6327 -0.8302 0.1053 -0.1 -2.4 -0.5 0.121
C -0.2584 -0.5031 -1.2855 1.8 -1.0 1.7 0.105
N 0.4705 0.2065 -0.0292 -0.2 -1.9 0.1 -0.158
O -0.8540 0.3803 -2.0392 -2.3 0.5 -0.7 -0.456
H 0.1613 4.8457 -0.5914 -0.3 -0.9 0.9 0.379
H -0.7766 -2.2590 1.6263 0.7 -0.1 0.9 0.355
H -0.7317 -3.0258 0.1916 -0.6 -0.5 -1.3 0.388
H 0.7876 -2.5033 0.7174 0.6 0.3 0.3 0.397
H -1.6828 -0.7468 0.4633 1.0 1.7 -0.2 0.320
H 0.6596 2.2457 1.3710 0.3 -0.3 0.7 0.484
H 0.4353 -1.2392 -1.7436 -0.4 0.9 0.0 0.387
H 0.2711 1.2030 0.1210 0.0 -0.4 -0.5 0.197
H 1.4358 -0.1240 0.1782 -1.1 0.4 0.1 0.308
H -1.8069 0.4727 -1.7715 1.1 0.1 -0.5 0.379
```
Forces are in eV/Å.

The calculation puts the molar mass at 100.14 g mol⁻¹. The energy is -326.10352 Eh. For the largest force on an atom, the calculation gives 0.05956 Eh/bohr. As for the total charge: +1. For the orbital gap, the calculation gives 11.94 eV. Its relative energy (zero: lowest compared OMol25 entry of this formula, charge and spin) is 111.9 kcal per mole. As for the HOMO energy: -14.804 eV.

=====

(8)
The following is a DFT calculation (wB97M-V/def2-TZVPD) of an isolated ion of composition C5H10NO and charge +1 at a distorted geometry.

Geometry as XYZ:
```
17
Properties=species:S:1:pos:R:3:forces:R:3:mulliken_charge:R:1
C 1.2604 -0.2914 0.6972 1.7 1.8 -0.6 -0.540
C 1.3061 -0.2915 -0.7591 -1.8 -1.6 0.8 -0.570
C 0.1087 0.5318 -0.0996 -0.5 -2.7 1.0 0.796
C 0.0646 1.9770 0.1481 -0.5 1.7 -1.5 -1.342
C -1.2930 -1.6073 -0.0368 1.1 -3.6 -0.9 -0.725
N -1.0651 -0.1933 -0.1744 -7.0 4.7 0.5 0.525
O -2.2572 0.5443 -0.1703 6.0 -3.8 -0.2 -0.337
H 1.0328 -1.2360 1.2011 0.0 0.7 -0.1 0.204
H 1.9376 0.4687 1.1784 -1.1 -1.0 -0.1 0.332
H 1.7181 0.3156 -1.5067 1.5 0.9 -0.4 0.354
H 0.9805 -1.2705 -1.1079 0.1 0.5 -0.6 0.264
H 0.7092 2.5253 -0.5236 0.7 -0.1 -0.3 0.405
H 0.3780 2.2538 1.1230 0.2 -0.1 1.1 0.387
H -0.8812 2.5004 -0.0614 0.0 -0.9 0.2 0.366
H -1.7488 -1.8502 0.9214 -0.1 0.6 0.2 0.318
H -0.2955 -2.1522 -0.0438 -1.4 0.7 0.0 0.272
H -1.9552 -2.2244 -0.7857 1.1 2.2 0.8 0.291
```
Forces are in eV/Å.

The calculation puts the molar mass at 100.14 g mol⁻¹. The structure (SMILES) is C[N+](=O)C1(C)CC1. The energy is -326.05997 Eh. For the largest force on an atom, the calculation gives 0.16463 Eh/bohr. As for the total charge: +1. For the orbital gap (spin up / spin down), the calculation gives 8.58 / 8.48 eV. Its relative energy (zero: lowest compared OMol25 entry of this formula, charge and spin) is 139.2 kcal per mole. As for the HOMO energy (spin up / spin down): -15.630 / -15.168 eV.

=====

(9)
The following is a DFT calculation (wB97M-V/def2-TZVPD) of a 2-piece molecular cluster, C5H10NO2 overall.

Geometry as XYZ:
```
18
Properties=species:S:1:pos:R:3:forces:R:3:mulliken_charge:R:1
C 0.4429 -0.8518 -1.7340 0.3 0.7 0.2 -1.150
C 0.7865 0.1900 -0.7060 0.6 0.2 0.1 0.069
C 1.4644 1.3153 -0.9372 -0.7 0.2 0.3 -0.163
C 1.6188 2.3818 0.1351 0.5 -0.2 -0.3 -1.085
H 0.9761 -0.6102 -2.6597 -0.3 -0.1 -0.1 0.362
H 0.7069 -1.8662 -1.4343 0.0 0.0 0.2 0.267
H -0.6416 -0.7941 -1.8388 0.0 -0.2 -0.2 0.253
H 0.4216 0.0425 0.3043 -0.2 -0.2 -0.1 0.241
H 1.8252 1.5793 -1.9304 0.1 -0.1 0.0 0.294
H 0.9311 2.2561 0.9686 -0.1 -0.2 -0.1 0.332
H 2.6362 2.3360 0.5341 0.1 0.2 0.1 0.249
H 1.4698 3.3880 -0.2651 0.0 0.0 -0.1 0.303
N -2.5744 -2.1512 1.7036 0.0 -0.3 0.0 -0.503
C -1.6042 -1.1508 1.3641 -0.1 0.0 -0.1 0.646
O -1.8563 -0.5016 0.3235 -0.3 0.0 0.1 -0.754
O -0.6110 -1.0697 2.1199 0.1 -0.1 0.0 -0.762
H -2.4738 -2.5637 2.6176 0.0 0.3 0.0 0.194
H -3.5184 -1.9295 1.4348 0.0 0.0 -0.1 0.206
```
Forces are in eV/Å.

The calculation puts the molar mass at 116.14 g mol⁻¹. The energy is -401.80723 Eh. For the largest force on an atom, the calculation gives 0.01617 Eh/bohr. As for the total charge: -1. For the orbital gap, the calculation gives 8.21 eV. Its relative energy (zero: lowest compared OMol25 entry of this formula, charge and spin) is 12.3 kcal per mole. As for the HOMO energy: -4.140 eV.

=====

(10)
The following is a DFT calculation (wB97M-V/def2-TZVPD) of an isolated ion of composition C5H10NO2 and charge -1 at a distorted geometry.

Geometry as XYZ:
```
18
Properties=species:S:1:pos:R:3:forces:R:3:mulliken_charge:R:1
C 1.6350 1.3736 1.7868 -0.8 -0.7 -1.7 -0.857
C 1.7144 -0.1023 1.2507 1.8 1.1 0.1 -0.567
N 1.1647 -0.3478 -0.0676 -1.2 -0.5 0.4 -0.528
C -0.4867 -2.1213 -0.6878 -0.4 0.8 0.1 -1.336
C -0.2565 -0.7460 -0.0245 -0.9 -0.4 -0.6 0.592
C -1.1609 0.3786 -0.6679 0.4 -0.1 -0.5 0.216
O -1.1307 1.4541 -0.0316 0.0 0.2 0.1 -0.703
O -1.7448 0.1206 -1.7410 -0.2 0.0 0.2 -0.752
H 1.1669 1.8973 0.9515 -0.1 0.4 0.2 0.242
H 2.5623 1.8910 2.0001 0.3 -0.3 0.4 0.319
H 0.8972 1.3907 2.5718 0.1 0.4 0.6 0.244
H 2.7695 -0.4104 1.1842 0.0 0.1 0.3 0.400
H 1.2594 -0.7085 2.0216 -0.3 -0.6 -0.3 0.310
H 1.1694 0.4656 -0.6706 0.5 0.3 0.4 0.280
H -0.8175 -2.8938 0.0062 0.3 -0.1 0.2 0.248
H -1.3081 -1.9461 -1.3815 0.1 -0.2 -0.3 0.306
H 0.4158 -2.4002 -1.2242 0.0 -0.3 0.0 0.349
H -0.6558 -0.7563 0.9909 0.4 -0.1 0.3 0.238
```
Forces are in eV/Å.

The calculation puts the molar mass at 116.14 g mol⁻¹. The structure (SMILES) is CCN[C@H](C)C(=O)[O-]. The energy is -401.78710 Eh. For the largest force on an atom, the calculation gives 0.04212 Eh/bohr. As for the total charge: -1. For the orbital gap, the calculation gives 8.04 eV. Its relative energy (zero: lowest compared OMol25 entry of this formula, charge and spin) is 24.9 kcal per mole. As for the HOMO energy: -3.980 eV.

=====

> Which formula does entry 1 have?

C5H10N4O5P